Molecular formula: C26H23BCl2F3NO2
Method: DFT, wB97M-V/def2-TZVPD

Each line ends with the Löwdin charge.
Atoms and positions in Å:
Cl (4.56341, 1.06227, -2.40159)  0.687
Cl (-6.24344, 1.01439, -3.21017)  0.682
F (-0.98732, -3.59504, 1.43990)  0.206
F (0.08001, -3.88286, -0.61314)  0.167
F (-2.22224, -3.67945, -0.52550)  0.164
O (2.29844, 0.36670, 1.68228)  0.049
O (0.74734, 1.72511, 2.68684)  0.113
N (0.09972, -0.11868, 1.43157)  0.135
C (-0.84901, -1.52140, -0.10269)  -0.143
C (3.43805, 1.30269, 2.00388)  -0.548
C (1.56504, -1.50158, -1.94204)  -0.041
C (1.87735, 1.16170, -2.66514)  -0.087
C (3.26099, 2.59137, 1.23736)  -0.016
C (0.36984, -1.11456, 0.57069)  0.127
C (-3.98208, -0.37740, 1.90105)  -0.055
C (-3.66868, 1.28487, -2.43747)  -0.084
C (3.49792, 1.55352, 3.49131)  -0.028
C (2.84781, -1.00176, -2.13516)  -0.084
C (-2.21683, -0.59716, -1.99267)  -0.155
C (-4.53338, -0.97615, -2.61769)  -0.085
C (-1.31237, 0.02195, 1.58885)  -0.123
C (4.67701, 0.55872, 1.53637)  -0.023
C (-1.91544, -0.95583, 0.80685)  -0.096
C (-3.27887, -1.45704, -2.26566)  -0.029
C (-0.89404, -1.27599, -1.58034)  -0.148
C (0.43564, -0.68157, -2.06918)  -0.151
C (2.99306, 0.36369, -2.41009)  -0.689
C (0.58895, 0.61121, -2.55547)  -0.010
C (-2.44609, 0.77787, -1.96780)  -0.034
C (-1.96778, 0.86430, 2.45833)  0.008
C (-3.26841, -1.20410, 1.01929)  0.006
C (-3.35364, 0.67710, 2.58203)  -0.061
C (-4.71886, 0.40764, -2.71917)  -0.690
C (1.05313, 0.75655, 2.00929)  -0.407
B (-1.01018, -3.43954, 0.09642)  -0.979
H (4.11870, 3.25245, 1.42123)  0.104
H (-5.04625, -0.56736, 2.06352)  0.108
H (2.00621, 2.20532, -2.93631)  0.107
H (2.35368, 3.10566, 1.57026)  0.088
H (1.44299, -2.53126, -1.60655)  0.121
H (-3.94144, 1.35055, 3.20751)  0.105
H (-1.40024, 1.63372, 2.98047)  0.107
H (4.77274, -0.39989, 2.06139)  0.095
H (2.60241, 2.08584, 3.82321)  0.081
H (4.64099, 0.37122, 0.45539)  0.058
H (-1.70282, 1.46152, -1.55155)  0.115
H (3.58917, 0.60562, 4.03467)  0.100
H (4.37645, 2.16660, 3.73568)  0.101
H (3.21057, 2.39776, 0.15856)  0.078
H (1.38640, -1.43975, 0.42107)  0.154
H (-3.80526, 2.35360, -2.57239)  0.105
H (-3.74869, -2.05386, 0.52802)  0.123
H (-0.93533, -2.26121, -2.05031)  0.135
H (3.72409, -1.63720, -2.03207)  0.112
H (5.57928, 1.15099, 1.74570)  0.101
H (-3.13290, -2.52960, -2.14516)  0.118
H (-5.34814, -1.66552, -2.82311)  0.109
H (-0.26762, 1.22323, -2.82057)  0.096

energy relative to the best compared isomer or geometry (same formula, charge and spin) = 0.0 kcal/mol
frontier orbital gap = 7.952 eV

***

Molecular formula: C26H23Br2N8OSSc
Method: DFT, wB97M-V/def2-TZVPD

Each line ends with the Löwdin charge.
Atoms and positions in Å:
Br (-1.02585, 5.41354, -0.05259)  0.849
Br (-6.41205, 3.79576, 0.00125)  0.858
Sc (-0.08624, 0.48591, 0.02425)  0.894
S (0.38440, -2.19679, 0.11333)  0.647
O (-0.55859, 2.32668, -0.00382)  -0.187
N (2.00266, 2.09508, -3.19298)  0.206
N (-0.16701, -4.64485, 0.94216)  0.138
N (-2.33825, 0.40743, 0.03962)  0.020
N (0.65857, 0.79521, -2.02102)  0.059
N (2.03624, 2.14770, 3.18874)  0.206
N (2.41573, 0.31152, 0.01557)  -0.089
N (-0.94227, -4.12310, -1.14526)  0.133
N (0.66354, 0.83978, 2.05921)  0.061
C (-1.84516, 2.71922, -0.00659)  -0.370
C (-0.97918, 2.99346, 5.18341)  -0.050
C (-0.06945, 1.48350, 3.07320)  -0.199
C (-4.59248, 3.34224, -0.00141)  -0.622
C (-1.03000, 2.80930, -5.21306)  -0.051
C (-1.85778, 2.16574, 4.46190)  -0.051
C (0.78315, 2.30468, 3.79223)  -0.158
C (-2.82049, 1.69743, 0.01633)  -0.163
C (-0.08747, 1.38877, -3.05571)  -0.201
C (0.36144, 3.07857, 4.86618)  0.012
C (-1.89126, 1.98889, -4.46311)  -0.052
C (1.88236, 1.25449, -2.15601)  -0.288
C (2.98789, 0.87540, -1.22727)  -0.072
C (2.99617, 0.82449, 1.27715)  -0.072
C (-4.57750, -0.40866, 0.07960)  -0.014
C (-2.26987, 4.01302, -0.02474)  -0.594
C (-0.29352, -3.76770, -0.04132)  -0.858
C (0.30876, 2.93255, -4.90066)  0.013
C (-4.19477, 1.97613, 0.02137)  -0.169
C (-1.41981, 1.39837, 3.40257)  -0.004
C (0.74754, 2.20405, -3.80189)  -0.158
C (1.89778, 1.27489, 2.18140)  -0.288
C (-3.19255, -0.59795, 0.07216)  -0.104
C (-1.43620, 1.26601, -3.37953)  -0.006
C (-5.07070, 0.86957, 0.05308)  0.016
C (-3.65280, 4.32675, -0.02355)  -0.133
H (-2.09914, 0.74592, 2.86867)  0.110
H (1.03546, 3.71172, 5.42744)  0.124
H (3.68792, 1.64220, 1.08028)  0.135
H (-1.36259, 3.57342, 6.01216)  0.117
H (-2.89897, 2.12639, 4.75392)  0.115
H (-0.95390, -3.48567, -1.92224)  0.111
H (-1.31661, -5.04904, -1.28317)  0.132
H (3.60353, 1.74511, -1.00208)  0.136
H (2.53242, -0.69491, -0.00410)  0.060
H (3.63874, 0.14770, -1.71526)  0.148
H (-2.76240, -1.59236, 0.09795)  0.102
H (-3.95135, 5.36558, -0.03967)  0.108
H (-2.10351, 0.62271, -2.81965)  0.109
H (-6.13931, 1.04414, 0.05889)  0.096
H (-5.23576, -1.26516, 0.10823)  0.121
H (0.29118, -4.36289, 1.79187)  0.115
H (3.57082, 0.04180, 1.77525)  0.148
H (-2.93218, 1.92104, -4.75042)  0.115
H (2.89571, 2.59416, 3.46425)  0.183
H (-0.50224, -5.59304, 0.87037)  0.134
H (0.96871, 3.56133, -5.48319)  0.124
H (2.85186, 2.55260, -3.48276)  0.183
H (-1.42617, 3.35435, -6.05941)  0.118

net charge = +2
energy relative to the best compared isomer or geometry (same formula, charge and spin) = 15.1 kcal/mol
frontier orbital gap = 7.431 eV